75
Properties=species:S:1:pos:R:3 method="wB97M-V/def2-TZVPD" e_lumo_ev="-7.466 / -11.443" total_charge=+3 total_energy_ha=-6905.0510 molar_mass_g_mol=780.675 multiplicity=5 largest_force_ev_per_a=3.03 homo_lumo_gap_ev="7.231 / 5.070"
Ir 1.2135 -0.0569 -0.9854
P -1.4847 -0.9953 1.8172
P 1.7905 -2.2285 -0.7957
P -0.5293 -0.2850 -2.3370
H -0.3246 4.6061 -0.0131
C -1.3225 4.1951 -0.2105
C -2.0007 3.4277 0.6622
H -1.6215 3.1837 1.6633
C -0.9853 -0.3789 3.4226
C -1.6885 -2.7789 1.8765
C -3.0316 -0.1810 1.4025
C 3.3500 -2.6254 -1.6603
C 2.0628 -2.6964 0.9530
C 0.6336 -3.5145 -1.3966
C -1.2899 1.3488 -2.5754
C -1.9316 -1.3474 -1.8479
C -0.0424 -0.8892 -3.9872
H -1.7795 4.4961 -1.1593
H -3.0129 3.0713 0.4222
H -0.8928 0.7142 3.3965
H -0.0209 -0.8035 3.7266
H -1.7579 -0.6584 4.1552
H -0.7366 -3.2867 1.6645
H -2.4423 -3.1078 1.1476
H -2.0210 -3.0549 2.8867
H -2.9026 0.9114 1.4231
H -3.7816 -0.4738 2.1537
H -3.3859 -0.4764 0.4058
H 3.4245 -3.7154 -1.7692
H 4.2063 -2.2578 -1.0839
H 3.3634 -2.1642 -2.6561
H 1.7658 -3.7440 1.1007
H 1.4707 -2.0652 1.6278
H 3.1224 -2.5877 1.2108
H 1.1429 -4.4859 -1.3230
H 0.3539 -3.3453 -2.4431
H -0.2713 -3.5460 -0.7766
H -2.3751 1.2192 -2.6693
H -0.8894 1.8136 -3.4830
H -1.0796 1.9959 -1.7139
H -2.8614 -0.7701 -1.9336
H -1.8259 -1.6866 -0.8085
H -1.9972 -2.2290 -2.5000
H -0.9371 -1.2700 -4.5012
H 0.7025 -1.6916 -3.9169
H 0.3897 -0.0653 -4.5697
C 1.9512 2.1032 -3.7806
C 1.5467 3.3375 -3.2526
C 0.9209 4.2710 -4.0810
C 0.7220 3.9830 -5.4389
C 1.1747 2.7702 -5.9738
C 1.8262 1.8470 -5.1571
Se 2.7711 0.7486 -2.6922
H -0.4799 -0.7132 0.8223
H 1.7293 3.5408 -2.1959
H 0.5957 5.2218 -3.6576
H 0.2137 4.7080 -6.0799
H 1.0222 2.5288 -7.0290
H 2.2511 0.9233 -5.5529
C 1.4822 3.2843 1.4779
N 1.9152 2.3278 2.4825
C 1.7400 2.4440 3.8558
C 2.3096 1.3477 4.4214
N 2.8254 0.5718 3.3916
C 3.5181 -0.6955 3.5415
C 2.5451 1.1580 2.1951
Se 3.1485 0.5388 0.5357
H 0.4571 3.0698 1.1311
H 2.1715 3.2223 0.6236
H 1.5039 4.2932 1.9170
H 1.2411 3.2908 4.2935
H 2.4035 1.0517 5.4501
H 4.1745 -0.6462 4.4170
H 2.8045 -1.5220 3.6667
H 4.1132 -0.8717 2.6381